[1]
Computed, not measured: a structure of composition C15H20ClCsO2S4 in a non-equilibrium geometry, with the ωB97M-V functional and the def2-TZVPD basis.

```
43
Properties=species:S:1:pos:R:3:forces:R:3
Cs 1.130506 0.830503 -0.566526 -3.3 0.8 -0.6
C -2.428734 1.626332 2.650019 0.4 0.0 0.3
C -3.168823 2.264199 1.483236 -0.6 0.4 -0.1
S -2.209289 2.257993 -0.064285 -0.3 -0.2 -0.1
C -3.514495 1.796097 -1.254483 -0.5 0.3 0.4
C -2.931514 1.377601 -2.589099 0.0 0.0 -0.5
S -1.848306 -0.080361 -2.549424 -0.1 0.0 -0.2
C -3.018730 -1.479579 -2.540015 0.2 0.2 -0.4
C -3.538116 -1.873423 -1.172962 -0.6 0.0 0.6
S -2.170173 -2.372634 -0.073703 -0.2 0.0 -0.1
C -3.013203 -2.363892 1.540152 0.1 -0.4 -0.2
C -3.316330 -0.981945 2.076298 -0.5 0.8 0.0
S -1.777302 -0.044393 2.341167 -0.1 0.1 0.1
H -3.074413 1.602095 3.542266 0.2 0.1 -0.3
H -1.534850 2.230524 2.901169 -0.4 -0.3 -0.1
H -3.408789 3.318640 1.723921 0.0 -0.6 0.0
H -4.128838 1.741558 1.307716 0.5 0.3 0.0
H -4.157746 2.686231 -1.390923 0.1 -0.5 0.0
H -4.127987 0.975888 -0.834573 0.3 0.5 -0.1
H -2.301802 2.188762 -3.000773 -0.3 -0.4 0.1
H -3.745065 1.194087 -3.320539 0.4 0.1 0.4
H -2.442681 -2.313386 -2.969909 -0.2 0.2 0.0
H -3.846223 -1.232965 -3.233312 0.4 -0.2 0.3
H -4.234471 -2.727088 -1.271457 0.2 0.4 0.0
H -4.087881 -1.024252 -0.715920 0.3 -0.6 -0.2
H -2.315851 -2.873951 2.219604 -0.2 0.0 -0.2
H -3.934915 -2.968060 1.456003 0.4 0.3 0.2
H -3.851659 -1.046121 3.040993 0.1 -0.1 -0.4
H -3.966296 -0.428900 1.362554 0.4 -0.3 0.4
Cl 9.660246 -1.078388 0.347034 0.5 -0.2 0.0
C 8.011437 -0.642138 0.171910 -1.2 0.5 -0.1
C 7.676811 0.622874 -0.323046 0.8 -0.1 0.0
C 6.348731 0.980080 -0.457837 -0.5 0.3 -0.2
C 5.336823 0.085741 -0.096086 0.9 -0.2 0.0
C 5.681484 -1.173268 0.392168 -0.5 -0.1 0.1
C 7.004749 -1.541467 0.526970 0.8 -0.2 0.1
C 3.901524 0.437151 -0.225304 -1.0 0.4 -0.1
O 3.579657 1.567959 -0.710730 1.4 -0.6 0.3
O 3.051431 -0.434424 0.161909 2.3 -0.5 0.4
H 8.485346 1.310924 -0.601164 -0.4 -0.3 0.1
H 6.062813 1.964449 -0.862097 0.2 -0.6 0.3
H 4.868146 -1.855986 0.668231 0.4 0.3 -0.1
H 7.294765 -2.523088 0.910858 -0.2 0.3 -0.1
```
Forces are in eV/Å.

Calculated values
Energy: -76386.792 eV
M: 528.9 u
HOMO level: -8.3937 eV

[2]
Computed, not measured: a structure of composition C15H20ClO2RuS4SbSe4, with the ωB97M-V functional and the def2-TZVPD basis.

```
48
Properties=species:S:1:pos:R:3:forces:R:3
Ru -0.197976 0.940052 0.062015 0.1 -0.5 -0.5
C -2.405818 0.565201 -2.752902 -0.1 0.1 -0.1
C -1.105825 1.127787 -3.295898 0.0 0.0 0.0
S -0.051874 1.971858 -2.061255 0.0 -0.2 0.1
C 1.558763 1.404118 -2.699378 0.0 0.1 0.0
C 2.634301 1.570706 -1.643619 0.1 -0.1 -0.1
S 2.303585 0.716788 -0.077261 0.0 0.3 0.1
C 2.992229 -0.933827 -0.337687 0.0 0.0 0.0
C 2.229930 -1.862109 -1.266590 0.1 0.0 0.0
S 0.514458 -1.996384 -0.719964 0.0 0.0 0.0
C -0.282732 -2.267618 -2.319838 0.0 0.0 0.0
C -1.789366 -2.102796 -2.176679 0.0 -0.1 0.0
S -2.328061 -0.578363 -1.363930 0.0 0.1 0.1
H -2.939428 0.078978 -3.572622 0.0 0.0 0.0
H -3.050197 1.380780 -2.431526 0.0 0.0 0.1
H -1.342300 1.871963 -4.057352 0.0 0.0 0.0
H -0.505583 0.343536 -3.756338 0.0 0.0 0.0
H 1.804749 2.011810 -3.572190 0.0 0.0 0.0
H 1.477350 0.364006 -3.013960 0.0 0.0 0.0
H 2.745904 2.621612 -1.374602 0.0 0.0 0.0
H 3.597435 1.223536 -2.022365 0.0 0.0 0.0
H 3.040885 -1.354220 0.668426 0.0 0.0 0.0
H 4.021073 -0.802561 -0.676819 0.0 0.0 0.0
H 2.717396 -2.838180 -1.269400 0.0 0.0 0.0
H 2.249329 -1.482986 -2.288994 0.0 0.0 0.0
H -0.055935 -3.269811 -2.687459 0.0 0.0 0.0
H 0.119589 -1.546350 -3.032369 0.0 0.0 0.0
H -2.190961 -2.914875 -1.568740 0.0 0.0 0.0
H -2.266271 -2.172796 -3.155489 0.0 0.0 0.0
Se -5.835121 1.448551 -0.613446 -0.4 -0.3 -0.1
Sb -4.285805 3.189318 -0.550885 0.4 -0.1 0.7
Se -1.980529 2.358733 0.667294 -0.3 0.5 0.1
Se -4.828101 4.788579 1.299682 -0.1 0.0 -0.1
Se -3.030495 4.260840 -2.237957 0.2 0.2 -0.4
Cl 0.891415 0.532212 8.600492 0.0 0.0 0.0
C 0.749714 0.690790 6.874037 0.0 0.0 0.0
C 1.179584 1.859329 6.265676 0.0 0.0 0.0
C 1.065757 1.978284 4.890656 0.0 0.0 0.0
C 0.526577 0.941592 4.138401 0.0 0.0 0.0
C 0.095937 -0.220689 4.768327 0.0 0.0 0.0
C 0.206622 -0.353405 6.142379 0.0 0.0 0.0
C 0.409874 1.091513 2.657948 0.0 0.0 0.0
O 0.816603 2.112205 2.077960 0.0 0.0 0.2
O -0.133050 0.125045 2.010741 0.0 0.0 -0.2
H 1.592295 2.658431 6.865238 0.0 0.0 0.0
H 1.389117 2.876155 4.381546 0.0 0.0 0.0
H -0.333391 -1.011739 4.169368 0.0 0.0 0.0
H -0.126352 -1.249000 6.647726 0.0 0.0 0.0
```
Forces are in eV/Å.

Calculated values
Energy: -346343.059 eV
M: 934.7 u
HOMO level (alpha / beta): -7.8231 / -7.8875 eV
2S+1: 5
Energy above the lowest of the compared OMol25 structures with the same formula, charge and spin: 0.040 eV

[3]
Computed, not measured: a structure of composition C15H20F4N3Ti in a non-equilibrium geometry, with the ωB97M-V functional and the def2-TZVPD basis.

```
43
Properties=species:S:1:pos:R:3:forces:R:3
Ti 0.371924 0.548232 0.872438 1.9 -2.1 -1.8
C 3.236422 0.629256 0.010586 1.7 0.4 1.7
C 2.794569 -0.775526 -0.281129 -0.5 1.2 -0.6
N 1.701733 -1.136876 0.617032 -1.0 0.4 0.7
C 2.214923 -1.621056 1.980652 -0.6 -0.3 -0.7
C 2.988738 -2.930201 1.922283 0.6 -0.1 -0.5
C 0.801444 -2.130904 0.022101 -0.8 -1.5 0.2
C -0.516299 -2.242444 0.809025 0.7 0.5 0.5
N -0.912243 -0.801901 0.980187 -0.2 0.8 -0.4
C -2.221870 -0.262789 0.991641 0.0 1.5 0.6
C -2.281870 1.143460 1.263796 0.8 -0.3 -0.1
F -0.969941 1.743788 1.634977 -1.3 -0.1 0.2
C -3.321699 1.969577 1.000093 -1.0 2.7 -0.2
F -3.183883 3.361387 1.059134 -0.2 -3.3 0.1
C -4.558693 1.387297 0.580498 0.1 1.7 -0.2
C -4.599549 0.032841 0.402600 -2.3 -1.9 -1.4
F -5.768818 -0.529119 -0.146339 3.3 1.2 1.6
C -3.451767 -0.781033 0.608403 0.3 -3.4 -1.4
F -3.401731 -2.140383 0.223461 -0.7 3.2 0.9
H 3.776754 0.977225 -0.878356 -0.1 0.4 0.5
H 3.902971 0.650108 0.920704 -0.4 0.1 -1.1
H 2.460490 1.404164 0.261492 0.2 -0.4 -0.3
H 3.591500 -1.476115 -0.223697 0.8 -0.6 0.3
H 2.477934 -0.786631 -1.310231 -0.6 -0.3 -0.3
H 1.314624 -1.793703 2.532465 -0.6 0.0 0.7
H 2.761189 -0.820355 2.471452 0.2 0.1 -0.1
H 2.918286 -3.408084 2.897485 0.2 0.0 0.0
H 4.027067 -2.736130 1.668467 0.2 -0.1 0.3
H 2.670067 -3.673241 1.173877 -0.3 0.4 0.4
H 1.295700 -3.093292 0.005684 0.1 -0.3 0.1
H 0.543067 -1.968516 -1.030878 0.3 0.7 0.2
H -0.457429 -2.671113 1.850348 0.0 0.2 -1.1
H -1.198693 -2.807485 0.190062 -0.5 0.0 0.2
H -5.421430 2.073104 0.283048 1.1 -1.1 0.6
C -0.132294 3.197963 -3.673337 0.0 -0.5 -1.3
C -0.921490 2.712113 -2.430286 -1.8 1.6 0.7
C -0.187589 1.844528 -1.586825 4.3 -3.2 0.0
N 0.675506 1.091586 -1.173818 -4.9 2.7 0.2
H -0.346067 2.515519 -4.545837 0.5 0.5 1.0
H 0.945793 3.274929 -3.461162 -0.5 0.1 -0.3
H -0.549726 4.172090 -3.974468 0.3 -0.3 0.4
H -1.887729 2.237588 -2.723281 0.6 0.2 0.3
H -1.179888 3.620138 -1.794350 0.1 -0.9 -0.6
```
Forces are in eV/Å.

Calculated values
Energy: -54301.638 eV
M: 366.2 u
HOMO level (alpha / beta): -20.0077 / -20.0075 eV
Energy above the lowest of the compared OMol25 structures with the same formula, charge and spin: 2.677 eV
Net charge: +3

[4]
Computed, not measured: an isolated molecule of C15H20N2O2, with the ωB97M-V functional and the def2-TZVPD basis.

```
39
Properties=species:S:1:pos:R:3:forces:R:3
C -3.766196 -0.054650 2.347230 0.1 0.1 0.1
C -2.570218 0.861904 2.577558 0.1 0.0 -0.2
C -1.815772 1.416302 1.351864 -0.1 0.5 0.4
C -2.690214 2.015885 0.241957 0.0 -0.2 0.0
C -3.198737 1.005349 -0.783444 0.1 0.1 -0.1
C -2.031420 0.190319 -1.323681 -0.1 -0.1 0.2
C -1.333043 -0.502636 -0.159877 0.0 -0.2 -0.5
N -0.851572 0.471843 0.794436 -0.1 0.1 0.0
C 0.400509 0.538819 1.265380 0.2 -0.1 0.0
O 0.740216 1.186669 2.234769 0.1 0.1 0.3
N 1.391263 -0.239078 0.591310 0.1 -0.1 0.2
C 1.742034 -0.064468 -0.730089 -0.1 -0.1 0.1
O 1.069958 0.558039 -1.522267 0.0 0.1 -0.1
C 3.020675 -0.726802 -1.112392 0.3 -0.1 -0.2
C 3.494408 -1.871896 -0.478025 -0.1 0.1 0.0
C 4.678953 -2.451964 -0.894558 0.1 -0.1 0.0
C 5.401218 -1.893770 -1.936975 0.0 -0.1 0.0
C 4.928761 -0.760382 -2.578367 0.0 0.0 0.0
C 3.739427 -0.184204 -2.173955 -0.1 0.0 0.1
H -4.548077 0.454682 1.790320 -0.1 0.0 -0.1
H -3.491790 -0.964593 1.821318 -0.1 -0.1 -0.1
H -4.180167 -0.343128 3.312021 -0.1 -0.1 0.0
H -2.918826 1.725999 3.148042 0.1 0.0 0.0
H -1.832689 0.346200 3.196403 0.0 0.1 0.1
H -1.198728 2.228721 1.756238 -0.2 -0.2 -0.1
H -3.525924 2.541686 0.706357 0.0 0.1 0.0
H -2.087803 2.754386 -0.291936 0.0 0.1 0.0
H -3.691787 1.541930 -1.596548 -0.1 0.0 0.0
H -3.931507 0.332528 -0.337913 -0.1 0.0 0.0
H -2.379855 -0.559097 -2.035606 0.0 0.0 0.0
H -1.311957 0.837227 -1.825960 0.0 0.0 0.0
H -0.501545 -1.106816 -0.516922 -0.1 0.0 0.1
H -2.040658 -1.168553 0.347815 0.1 0.0 -0.1
H 2.158653 -0.461143 1.213653 -0.1 0.1 -0.1
H 2.928427 -2.328562 0.321357 0.0 0.0 0.1
H 5.039978 -3.344152 -0.404531 0.0 -0.1 0.0
H 6.328852 -2.347483 -2.252911 0.1 0.0 0.0
H 5.486408 -0.328710 -3.395949 0.0 0.0 -0.1
H 3.348743 0.693596 -2.666123 0.0 0.1 0.0
```
Forces are in eV/Å.

Calculated values
Energy: -22956.251 eV
M: 260.3 u
SMILES: CC[C@@H]1CCCCN1C(=O)NC(=O)c1ccccc1
HOMO level: -9.0956 eV
Energy above the lowest of the compared OMol25 structures with the same formula, charge and spin: 0.000 eV

[5]
Computed, not measured: the ion C15H20N3O4S with charge -1 in a non-equilibrium geometry, with the ωB97M-V functional and the def2-TZVPD basis.

```
43
Properties=species:S:1:pos:R:3:forces:R:3
C 0.609763 2.674283 -3.534047 -0.1 0.7 1.6
N 0.938783 2.279784 -2.147786 -0.5 -0.2 -0.8
C 0.750738 3.048145 -1.078682 -1.2 1.2 -0.2
O 0.301355 4.192554 -1.156989 0.1 0.0 0.2
C 1.058992 2.423929 0.276154 0.1 -0.8 1.1
C 2.568511 2.166614 0.433424 0.4 0.5 -0.2
S 3.224154 0.886177 -0.684884 0.2 0.2 -0.3
N 0.362913 1.125300 0.512645 -0.9 0.2 0.0
C -0.865384 1.020085 1.090043 0.7 1.6 0.6
O -1.417448 2.035478 1.509874 -0.7 -0.3 0.1
C -1.510276 -0.356602 1.306814 -0.2 -0.3 0.3
C -0.748893 -1.223745 2.359406 -0.2 -0.7 -0.6
C 0.739805 -1.379297 2.077424 -0.1 0.3 0.4
C 1.681846 -0.796858 2.945227 0.8 -0.7 -1.9
C 3.056854 -0.790565 2.600133 -1.0 -0.2 0.1
C 3.457541 -1.398459 1.401013 0.0 0.7 -0.3
O 4.727083 -1.182824 0.901996 0.2 -1.5 1.4
C 2.529928 -2.048930 0.573647 -1.5 0.6 2.0
C 1.155678 -2.025333 0.901304 1.5 0.0 0.8
N -2.949136 -0.204663 1.704518 1.4 -0.2 -0.6
C -3.954487 -1.007564 1.269009 0.5 -0.9 -0.3
C -5.327383 -0.530005 1.629071 -0.7 -0.5 -0.9
O -3.814555 -2.071825 0.656400 0.4 1.1 0.4
H -0.407798 3.123961 -3.554410 0.7 -0.3 0.0
H 1.330085 3.411224 -3.899649 -0.1 0.0 -0.1
H 0.646903 1.802588 -4.153430 0.0 -0.5 -0.3
H 1.545985 1.505964 -1.919278 0.5 -0.7 -0.6
H 0.750253 3.176203 1.034142 -0.1 -0.7 -0.5
H 2.819710 1.902764 1.477520 -0.3 0.2 -0.4
H 3.048484 3.132020 0.191895 0.0 -0.3 0.3
H 0.859534 0.293134 0.233770 0.3 0.0 -0.2
H -1.438969 -0.844664 0.338620 -0.4 -0.3 0.0
H -0.969340 -0.813307 3.342259 0.3 0.2 0.1
H -1.197642 -2.241990 2.352871 0.0 0.6 -0.1
H 1.340646 -0.228594 3.776393 -0.2 0.2 0.7
H 3.750049 -0.231109 3.244838 -0.1 -0.4 -0.6
H 4.652355 -0.425411 0.313114 -0.5 1.0 -0.7
H 2.858705 -2.511654 -0.306050 0.5 -0.4 -1.2
H 0.439017 -2.505724 0.254261 -0.2 0.0 -0.1
H -3.181092 0.620282 2.245266 0.2 0.0 -0.4
H -5.502844 -0.670290 2.689986 -0.3 -0.2 0.1
H -5.459299 0.507125 1.388753 0.1 0.7 0.0
H -6.027495 -1.087703 0.961357 0.4 0.2 1.0
```
Forces are in eV/Å.

Calculated values
Energy: -39378.438 eV
M: 338.4 u
SMILES: CNC(=O)[C@H](C[S-])NC(=O)[C@@H](Cc1ccc(O)cc1)NC(C)=O
HOMO level: -3.9483 eV
Energy above the lowest of the compared OMol25 structures with the same formula, charge and spin: 0.000 eV
Net charge: -1